Density functional theory data (ωB97M-V/def2-TZVPD) for a cluster of 2 separate species, C3H9S2 in total in a non-equilibrium geometry.

The value obtained for the energy is -24928.07933 eV. The orbital gap comes out at 0.223 Ha.

The geometry in ORCA input format:
```
! RIJCOSX wB97M-V def2-TZVPD def2/J DEFGRID3
* xyz -1 1
C 1.92 -0.07 -0.27
H -1.45 -0.15 -1.25
H 2.00 2.06 -0.47
H 0.53 1.41 -1.13
C 1.23 1.29 -0.31
C -2.15 -0.92 0.84
H 2.52 -0.13 0.63
S 0.72 -1.46 -0.47
H 0.73 1.51 0.63
H 2.64 -0.16 -1.09
H -1.45 -1.74 0.70
H -3.00 -1.26 1.43
S -2.68 -0.14 -0.69
H -1.57 -0.22 1.45
*
```

Density functional theory data (ωB97M-V/def2-TZVPD) for a structure of composition C3HAsN9O2PtS5.

The value obtained for the energy is -138893.52465 eV. The orbital gap (spin up / spin down) comes out at 0.192 / 0.192 Ha.

The geometry in ORCA input format:
```
! RIJCOSX wB97M-V def2-TZVPD def2/J DEFGRID3
* xyz -2 2
S 7.13 -5.38 2.38
As 5.28 -5.56 1.40
O 0.18 0.26 -3.85
O -0.56 -0.80 -3.93
C -0.96 2.15 1.10
C 0.89 -0.67 1.95
S 1.69 -1.09 3.30
S -0.72 -1.74 -2.49
N -2.64 1.16 -2.68
H -2.09 3.73 0.54
N -1.73 2.85 0.24
N -3.10 3.02 -1.68
N -0.49 0.95 0.82
N -1.90 1.19 -1.55
N -3.33 2.23 -2.75
C -2.22 2.35 -0.97
N 0.22 0.62 1.90
Pt -0.63 -0.25 -0.77
N 0.19 1.56 2.80
S 0.75 -1.58 0.51
S 4.59 -7.54 1.43
N -0.54 2.54 2.33
*
```

Density functional theory data (ωB97M-V/def2-TZVPD) for a cluster of 2 separate species, C3HBr in total in a non-equilibrium geometry.

The value obtained for the energy is -73158.47091 eV. The orbital gap (spin up / spin down) comes out at 0.261 / 0.313 Ha.

The geometry in ORCA input format:
```
! RIJCOSX wB97M-V def2-TZVPD def2/J DEFGRID3
* xyz 0 3
C -0.73 0.47 -0.19
C 0.38 0.35 0.45
C -2.04 -1.00 -1.76
H 0.60 1.10 1.21
Br 1.79 -0.92 0.28
*
```

Density functional theory data (ωB97M-V/def2-TZVPD) for a cluster of 2 separate species, C3HBr2NO in total in a non-equilibrium geometry.

The value obtained for the energy is -146745.85894 eV. The orbital gap (spin up / spin down) comes out at 0.297 / 0.217 Ha.

The geometry in ORCA input format:
```
! RIJCOSX wB97M-V def2-TZVPD def2/J DEFGRID3
* xyz 0 1
H 1.64 0.19 -0.84
C 0.87 0.67 -0.12
C -1.46 0.05 0.74
N -2.13 -0.24 1.63
C -0.57 0.37 -0.31
O 1.36 1.12 0.89
Br 1.55 -2.21 0.01
Br -1.26 0.05 -2.00
*
```

ΔE to the lowest compared entry with this formula, charge and spin for every record listed, in sequence, given in eV: 0.668 0.000 1.622 2.074.